[1]
The following is a DFT calculation (wB97M-V/def2-TZVPD) of an isolated ion of composition C5H14N2 and charge +2 in a non-equilibrium geometry.

```
21
Properties=species:S:1:pos:R:3:forces:R:3:mulliken_charge:R:1
C -0.81886 -1.96321 1.37602 -0.2 -0.6 0.5 -0.967
C -0.90328 -0.70398 1.00638 0.1 0.1 -0.7 0.326
N -1.33170 0.31462 2.00516 0.3 -0.1 0.5 -0.179
C -0.65493 -0.20379 -0.40529 0.5 -0.1 0.1 -1.457
C 0.83785 0.10132 -0.72827 -0.6 0.9 -0.1 0.456
C 1.24557 1.55183 -0.37079 -0.1 -0.6 0.6 -1.349
N 1.01519 -0.06965 -2.24196 0.0 -0.9 0.4 -0.349
H -0.98431 -2.36098 2.37793 -0.1 0.5 0.0 0.329
H -0.61201 -2.75995 0.67660 0.2 0.2 -0.3 0.288
H -2.32973 0.23986 2.23125 0.0 0.0 -0.1 0.404
H -0.82110 0.16885 2.88422 -0.1 0.1 0.0 0.417
H -1.14290 1.27160 1.70436 -0.1 0.1 0.0 0.342
H -1.00673 -0.99255 -1.06876 -0.2 0.0 0.0 0.502
H -1.21768 0.70103 -0.63006 -0.3 0.0 0.0 0.536
H 1.50705 -0.61868 -0.25604 -0.1 -0.1 -0.2 0.520
H 2.06455 1.55454 0.33503 0.4 0.0 0.0 0.308
H 0.43416 2.07879 0.12834 -0.1 0.1 -0.2 0.336
H 1.53547 2.13920 -1.23129 0.1 0.1 -0.2 0.430
H 1.99468 -0.30286 -2.42642 0.1 0.4 -0.3 0.369
H 0.48423 -0.88029 -2.57298 0.0 0.0 -0.1 0.370
H 0.70447 0.73431 -2.79344 0.2 0.1 0.1 0.368
```
Positions in Å, forces in eV/Å.

The calculation puts the electronic energy at -307.77621 hartree. As for the total charge: +2. As for the SMILES: C=C([NH3+])C[C@H](C)[NH3+]. Its gap between HOMO and LUMO is 0.4367 Ha. For the HOMO energy, the calculation gives -0.6921 hartree. As for the multiplicity: 1. As for the energy above the lowest of the compared OMol25 structures with the same formula, charge and spin: 7.69 kcal per mole. The value obtained for the strongest force on any atom is 1.06 eV Å⁻¹.

---

[2]
The following is a DFT calculation (wB97M-V/def2-TZVPD) of one molecule with the formula C5H14N2O in a non-equilibrium geometry.

```
22
Properties=species:S:1:pos:R:3:forces:R:3:mulliken_charge:R:1
C -1.91175 -0.90988 0.87160 0.2 0.0 0.0 -1.612
C -0.98512 -0.38596 -0.22104 0.2 0.7 0.4 0.949
C -1.75225 0.26899 -1.37126 0.1 0.1 -0.4 -0.961
O -2.28994 1.50390 -0.95891 0.0 0.4 -0.1 -0.551
N -0.12362 0.71969 0.32889 0.5 -0.9 -0.8 -0.604
C 0.98805 0.17058 1.12328 -0.3 -0.4 0.0 -0.743
C 2.11756 -0.46608 0.31783 -0.4 0.0 -0.3 -0.590
N 2.63348 0.49102 -0.65775 0.0 0.0 0.1 -0.527
H -2.84584 -1.27853 0.44987 -0.1 0.1 0.0 0.403
H -2.08623 -0.08265 1.55678 -0.3 -0.1 0.0 0.376
H -1.48717 -1.73728 1.43973 0.2 0.0 0.0 0.366
H -0.30229 -1.15471 -0.58358 -0.4 -0.4 -0.3 0.185
H -1.08499 0.47367 -2.21669 0.2 -0.3 0.0 0.343
H -2.58460 -0.30451 -1.77302 0.0 -0.4 0.3 0.446
H -1.50148 2.02144 -0.74267 -0.5 0.2 0.4 0.355
H 0.33987 1.05857 -0.51889 0.1 0.3 0.2 0.411
H 0.58250 -0.61631 1.76147 0.0 0.2 0.3 0.270
H 1.38374 0.95735 1.76169 0.1 0.1 0.1 0.360
H 2.85027 -0.89062 1.00443 0.3 0.2 0.2 0.376
H 1.71304 -1.31896 -0.23313 0.1 0.0 -0.1 0.329
H 2.90465 1.34969 -0.19175 0.1 0.0 0.0 0.192
H 3.44213 0.13057 -1.14687 0.0 0.0 0.0 0.228
```
Positions in Å, forces in eV/Å.

The calculation puts the electronic energy at -383.63026 hartree. As for the total charge: 0. As for the SMILES: C[C@@H](CO)NCCN. Its gap between HOMO and LUMO is 0.3743 Ha. For the HOMO energy, the calculation gives -0.3392 hartree. As for the multiplicity: 1. As for the energy above the lowest of the compared OMol25 structures with the same formula, charge and spin: 44.21 kcal per mole. The value obtained for the strongest force on any atom is 1.27 eV Å⁻¹.

---

[3]
The following is a DFT calculation (wB97M-V/def2-TZVPD) of a 2-piece molecular cluster, C5H14N2O overall in a non-equilibrium geometry.

```
22
Properties=species:S:1:pos:R:3:forces:R:3:mulliken_charge:R:1
C -1.62749 -1.90956 -1.88720 -1.2 -2.1 0.6 -1.266
C -1.48685 -0.85954 -0.83349 1.9 0.8 0.9 0.499
N -1.62097 0.44550 -1.51834 2.5 -0.1 -0.3 -0.702
C -0.01457 -1.10883 -0.27773 -2.9 -0.6 2.8 -1.108
C 0.42846 0.00485 0.69824 0.9 -2.3 0.0 -0.249
C 1.76060 -0.04186 0.93154 -1.2 3.5 2.1 -0.172
N 2.27753 0.89153 1.89977 3.1 -0.5 -3.4 -0.508
H -1.64965 -2.83485 -1.28594 0.0 -0.3 -0.6 0.333
H -0.79982 -2.04092 -2.63319 -0.8 0.8 0.7 0.272
H -2.61388 -1.83789 -2.34882 0.2 0.0 -0.4 0.374
H -2.17338 -0.88853 0.11120 0.8 -0.4 -2.0 0.244
H -0.71069 0.95483 -1.47708 -0.7 -0.7 -0.2 0.252
H -2.19797 1.07145 -1.04716 -1.5 1.0 1.1 0.264
H 0.03291 -2.22855 0.13803 -0.4 2.4 -0.3 0.331
H 0.66578 -1.17668 -1.04938 1.4 0.3 -2.0 0.471
H -0.30732 0.61222 1.32984 1.3 -0.9 -1.2 0.197
H 2.55831 -0.56876 0.49603 0.2 -1.0 -1.2 0.378
H 1.70390 0.88934 2.63427 -2.3 0.4 3.8 0.216
H 3.27999 0.91534 2.12970 -1.0 -0.5 -0.2 0.206
O 0.71628 3.02464 1.06364 0.1 -1.8 -2.0 -0.622
H 1.56495 3.01531 1.46259 1.2 -0.2 0.6 0.303
H 0.21387 3.67097 1.46348 -1.6 2.3 1.3 0.288
```
Positions in Å, forces in eV/Å.

The calculation puts the electronic energy at -383.57323 hartree. As for the total charge: 0. As for the SMILES: C[C@H](N)C/C=C/N.O. Its gap between HOMO and LUMO is 0.3273 Ha. For the HOMO energy, the calculation gives -0.2953 hartree. As for the multiplicity: 1. As for the energy above the lowest of the compared OMol25 structures with the same formula, charge and spin: 79.99 kcal per mole. The value obtained for the strongest force on any atom is 4.62 eV Å⁻¹.

---

[4]
The following is a DFT calculation (wB97M-V/def2-TZVPD) of C5H14N2O as an isolated structure in a non-equilibrium geometry.

```
22
Properties=species:S:1:pos:R:3:forces:R:3:mulliken_charge:R:1
C -0.53710 -0.29347 -0.07744 -2.7 0.5 2.9 0.627
C -1.30414 0.20458 1.48225 1.3 -1.5 -2.2 -0.639
C 2.65830 -0.57454 -1.23469 0.4 0.1 0.9 -0.605
C 0.31998 1.89861 -0.51063 0.2 0.0 -0.4 -0.807
C -0.28587 -1.78178 -0.00695 0.2 0.2 -0.1 -1.670
N 0.57099 0.53850 -0.08178 3.2 -1.1 -2.4 -0.310
N -2.65996 0.53375 1.30461 0.4 0.5 -0.3 -0.431
O 1.37317 -0.10685 -1.47943 -1.6 1.4 1.2 -0.372
H -1.27723 -0.05326 -0.85428 0.0 0.1 0.1 0.316
H -3.22768 -0.21770 0.93669 -0.5 0.7 0.6 0.181
H -2.95848 1.31970 1.86662 -0.8 -0.7 -0.4 0.186
H -1.14139 -0.68303 2.09806 0.1 -0.1 0.1 0.249
H -0.75893 1.02542 1.93736 0.1 0.1 -0.2 0.458
H 2.67835 -1.40125 -0.50458 0.0 0.1 -0.1 0.240
H 3.07476 -0.94475 -2.18117 -0.2 0.1 0.1 0.255
H 3.32519 0.21551 -0.85625 0.0 -0.1 -0.1 0.235
H -0.08068 2.47849 0.32321 0.0 -0.1 0.0 0.324
H -0.35984 1.96315 -1.36889 -0.1 -0.1 0.1 0.317
H 1.27261 2.33465 -0.80563 0.0 0.0 0.1 0.294
H 0.43256 -2.00406 0.78061 0.0 -0.1 0.0 0.353
H -1.21689 -2.31293 0.19100 0.0 0.0 0.1 0.433
H 0.10229 -2.13877 -0.95869 0.1 0.0 0.0 0.368
```
Positions in Å, forces in eV/Å.

The calculation puts the electronic energy at -383.51983 hartree. As for the total charge: 0. Its gap between HOMO and LUMO is 0.3455 Ha. For the HOMO energy, the calculation gives -0.3071 hartree. As for the multiplicity: 1. As for the energy above the lowest of the compared OMol25 structures with the same formula, charge and spin: 113.50 kcal per mole. The value obtained for the strongest force on any atom is 4.13 eV Å⁻¹.

---

[5]
The following is a DFT calculation (wB97M-V/def2-TZVPD) of C5H14N2O as an isolated structure in a non-equilibrium geometry.

```
22
Properties=species:S:1:pos:R:3:forces:R:3:mulliken_charge:R:1
C -1.13187 0.52641 -1.68950 0.0 -0.2 0.2 -1.525
C 0.92499 0.52301 -0.18819 -0.8 1.1 -0.5 0.283
C -0.45871 0.82171 -0.37500 1.2 0.5 -0.2 0.341
N 1.69300 0.22222 -1.35330 -0.3 -0.2 0.0 -0.515
N -1.01917 1.88423 0.35101 0.1 -0.3 0.0 -0.524
O 1.55263 1.41403 0.73849 -0.3 -0.4 0.0 -0.582
H 2.21485 0.90659 1.22134 0.0 0.0 0.1 0.348
H 1.74954 1.00400 -1.99604 0.1 0.0 0.1 0.213
H 2.62623 -0.09640 -1.13011 -0.1 -0.1 0.0 0.262
H -2.00528 1.78353 0.54845 0.1 0.0 0.0 0.261
H -0.47889 2.13689 1.16641 0.0 0.0 0.0 0.225
H -0.85908 1.27356 -2.44267 0.0 0.0 0.1 0.393
H -2.21744 0.55463 -1.57330 0.0 0.0 0.0 0.396
H -0.83803 -0.45252 -2.06327 0.0 0.0 0.0 0.345
C 0.46596 -1.82468 1.27709 0.8 1.1 -0.8 -0.711
C -0.94416 -1.55746 1.08537 -0.4 0.8 -0.5 -0.356
H 0.89688 -1.57313 2.24144 -0.1 -0.2 0.1 0.259
H 0.93588 -0.69642 0.45548 -0.3 -1.2 0.9 0.034
H 0.87349 -2.73262 0.84302 0.1 0.1 -0.1 0.292
H -1.46414 -2.24448 0.41630 0.0 -0.1 0.2 0.256
H -1.51489 -1.36125 1.99486 -0.1 0.0 -0.1 0.279
H -1.00179 -0.51186 0.47213 0.0 -0.9 0.5 0.024
```
Positions in Å, forces in eV/Å.

The calculation puts the electronic energy at -383.54732 hartree. As for the total charge: 0. Its gap between HOMO and LUMO is 0.2931 Ha. For the HOMO energy, the calculation gives -0.2604 hartree. As for the multiplicity: 1. As for the energy above the lowest of the compared OMol25 structures with the same formula, charge and spin: 96.25 kcal per mole. The value obtained for the strongest force on any atom is 1.57 eV Å⁻¹.